The following is a quantum chemistry calculation of an isolated molecule of C4H7NO2S at a distorted geometry, from the Open Molecules 2025 dataset.

```
15
C4H7NO2S (the ωB97M-V functional and the def2-TZVPD basis)
C 0.9892 1.3194 0.7935
C -0.7372 0.5135 -0.7103
C -1.6195 -0.5788 0.0550
C 1.2916 -0.8505 -0.5968
H 0.3235 2.2830 0.3973
H 2.0178 1.6662 0.5203
H 1.0338 1.0499 1.8967
H -1.0271 0.0347 -1.7629
H -0.9067 1.6083 -0.7684
H -1.8759 -2.2180 1.1092
H 0.9579 -1.8456 -1.3323
N 0.5807 0.2695 -0.2369
O -1.0395 -1.7390 0.6621
O -2.7698 -0.5107 -0.0433
S 2.7810 -1.0021 0.0169
```

Properties
molar mass	133.17	g mol⁻¹
calculated total energy	-20678.86541	eV
Kohn-Sham gap	8.748	eV
E_HOMO	-8.28	eV
relative energy (zero: lowest compared OMol25 entry of this formula, charge and spin)	89.27	kcal/mol

---

The following is a quantum chemistry calculation of C36H28BrN4O10PSZn as an isolated structure, from the Open Molecules 2025 dataset.

```
82
C36H28BrN4O10PSZn (the ωB97M-V functional and the def2-TZVPD basis)
Zn 0.2919 1.5259 -0.2288
O 4.3484 1.5049 0.6102
C 3.1857 1.4994 0.1921
O 2.1261 1.7610 0.8259
C 2.9821 1.0701 -1.2680
C 4.0653 0.8579 -2.1078
C 3.8267 0.4310 -3.4007
C 2.5191 0.2179 -3.8135
C 1.4882 0.4527 -2.9184
N 1.7300 0.8738 -1.6756
H 5.0558 1.0339 -1.7138
H 4.6512 0.2611 -4.0845
H 2.2881 -0.1223 -4.8139
H 0.4456 0.2989 -3.1833
N -2.7847 2.9117 5.9565
C -2.9758 3.6706 4.8301
O -3.7771 4.5839 4.8008
C -2.1246 3.2856 3.6582
C -0.8818 2.6822 3.8158
C -0.1825 2.2967 2.6824
N -0.6734 2.4775 1.4618
C -1.8486 3.0756 1.3002
C -2.6064 3.5103 2.3774
H -3.4708 3.0345 6.6825
H -2.3802 1.9964 5.8558
H -0.4474 2.5296 4.7951
H 0.7964 1.8343 2.7222
H -2.1810 3.1741 0.2747
H -3.5645 3.9890 2.2335
O -1.5935 1.0916 -0.9514
S -1.8896 -0.1517 -1.7493
O -3.2342 -0.6098 -1.4403
O -0.8604 -1.1897 -1.3182
O -1.6732 0.1106 -3.1702
O 0.1038 -0.2763 0.9641
P 0.0237 -1.7296 0.6032
C 1.1772 -2.4637 -0.5921
C 2.5155 -2.1188 -0.4373
C 3.4717 -2.6215 -1.3080
C 3.0966 -3.4990 -2.3146
C 1.7611 -3.8530 -2.4638
C 0.7988 -3.3233 -1.6169
C 0.8140 -2.4878 2.1283
C 1.3837 -3.7599 2.1513
C 1.8936 -4.2990 3.3242
C 1.8508 -3.5664 4.5027
C 1.3042 -2.2910 4.4919
C 0.7939 -1.7595 3.3152
C -1.5705 -2.5562 0.8147
C -1.7377 -3.9336 0.7086
C -2.9738 -4.5069 0.9623
C -4.0438 -3.7069 1.3439
C -3.8756 -2.3356 1.4549
C -2.6447 -1.7567 1.1831
H 2.8088 -1.4395 0.3564
H 4.5049 -2.3154 -1.2007
H 3.8420 -3.8945 -2.9949
H 1.4621 -4.5180 -3.2654
H -0.2506 -3.5331 -1.7732
H 1.4531 -4.3344 1.2345
H 2.3367 -5.2885 3.3157
H 2.2552 -3.9817 5.4186
H 1.2844 -1.7037 5.4031
H 0.3846 -0.7575 3.2917
H -0.9029 -4.5639 0.4286
H -3.1026 -5.5787 0.8651
H -5.0122 -4.1537 1.5377
H -4.7145 -1.7049 1.7215
H -2.5130 -0.6833 1.2232
Br -3.7524 2.4582 -4.8311
C -2.0622 3.3051 -4.6721
C -1.5729 4.0317 -5.7434
N -0.3981 4.6571 -5.7112
C 0.3068 4.5658 -4.5828
C -0.1138 3.8729 -3.4546
C -1.3324 3.2073 -3.5010
C 0.7561 3.8294 -2.1953
O 1.9211 4.2118 -2.2981
O 0.1600 3.3993 -1.1582
H -2.1487 4.1060 -6.6599
H 1.2682 5.0648 -4.5539
H -1.6610 2.6167 -2.6532
```

Properties
molar mass	884.97	g mol⁻¹
calculated total energy	-202815.15630	eV
Kohn-Sham gap	7.303	eV
E_HOMO	-3.43	eV
relative energy (zero: lowest compared OMol25 entry of this formula, charge and spin)	0.00	kcal/mol
total charge	-2

---

The following is a quantum chemistry calculation of a 2-piece molecular cluster, C3H3Cl2FO overall at a distorted geometry, from the Open Molecules 2025 dataset.

```
10
C3H3Cl2FO (the ωB97M-V functional and the def2-TZVPD basis)
C -0.8472 -0.1348 -1.6684
C 1.2080 0.0305 1.3302
C -0.1742 0.0197 1.2142
O -1.5488 0.2290 -2.5571
F -0.9001 -1.0131 1.0359
Cl 0.9773 0.1220 -2.4313
Cl -1.1981 1.4913 0.9470
H -0.9603 -0.7058 -0.7063
H 1.7522 -0.9623 1.4482
H 1.6913 0.9235 1.3876
```

Properties
molar mass	144.96	g mol⁻¹
calculated total energy	-32966.93200	eV
Kohn-Sham gap	10.377	eV
E_HOMO	-10.25	eV
relative energy (zero: lowest compared OMol25 entry of this formula, charge and spin)	37.79	kcal/mol